1.
Density functional theory data (ωB97M-V with the def2-TZVPD basis set) for C41H44GeIrN2O5S as an isolated structure.

Results
- Gap between HOMO and LUMO (spin up / spin down): 6.9 / 5.0 eV
- <S²>: 0.76
- Maximum force: 0.025 hartree/bohr

ORCA input file:
```
! RIJCOSX wB97M-V def2-TZVPD def2/J DEFGRID3
* xyz 2 2
Ir -0.44011 0.91235 -1.45550
C 0.84966 2.93058 -3.21221
C 1.64889 2.86708 -1.92987
N 0.78943 2.37957 -0.80435
C 0.02095 3.40770 -0.03764
C -1.19650 3.89827 -0.79346
S -2.10573 2.45695 -1.47710
C -2.19829 2.82592 -3.28069
C -1.24520 1.93539 -4.09858
N 0.01355 1.69043 -3.35821
H 1.51438 3.02648 -4.07073
H 0.18832 3.79265 -3.22378
H 2.07673 3.83884 -1.68115
H 2.46372 2.15000 -2.03165
H 1.40703 1.92214 -0.11810
H 0.68444 4.23830 0.21044
H -0.28430 2.93297 0.89421
H -0.95189 4.57837 -1.60726
H -1.87015 4.41260 -0.11064
H -2.01112 3.89093 -3.40559
H -3.22822 2.64246 -3.58001
H -1.04187 2.40594 -5.06301
H -1.70288 0.96145 -4.27772
H 0.56503 0.99155 -3.85409
O -0.68148 -1.31160 -3.19696
C 0.18447 -2.33922 -2.97647
C 1.29081 -1.66144 -1.50316
O 1.91592 -2.53074 -1.00403
O 1.16651 -0.43710 -1.43628
C -0.49260 -3.62877 -2.59168
C -0.48188 -4.25284 -1.35042
C -1.20241 -5.42591 -1.16337
C -1.93154 -5.98060 -2.20180
C -1.94918 -5.35719 -3.44248
C -1.23587 -4.18866 -3.63833
C 1.29240 -2.35448 -3.95530
C 2.27126 -3.35266 -3.89002
C 3.28876 -3.38485 -4.82461
C 3.34373 -2.42580 -5.82932
C 2.36693 -1.43856 -5.90875
C 1.34705 -1.39650 -4.97556
H -1.50336 -1.45600 -2.69628
H 0.07785 -3.84471 -0.52308
H -1.18600 -5.90761 -0.19491
H -2.48331 -6.89815 -2.04833
H -2.51132 -5.78517 -4.26150
H -1.23640 -3.71490 -4.61328
H 2.22578 -4.09769 -3.10671
H 4.03860 -4.16225 -4.77568
H 4.13774 -2.45827 -6.56335
H 2.38958 -0.72149 -6.71879
H 0.54765 -0.67342 -5.07631
O -2.15738 -0.66215 -0.94920
C -1.86653 -0.43382 0.25083
O -0.88100 0.37409 0.45199
C -2.58254 -1.01543 1.42171
C -1.71451 -1.22248 2.66362
Ge -0.47366 0.16514 3.35097
C 1.21659 0.29239 2.36012
C 1.84127 1.52682 2.16161
C 3.05623 1.62098 1.48754
C 3.66695 0.47429 0.99345
C 3.06846 -0.75997 1.19874
C 1.85977 -0.84684 1.88019
C -0.06909 -0.40851 5.16964
C 1.20311 -0.81230 5.56555
C 1.43751 -1.23410 6.86880
C 0.40058 -1.25331 7.78933
C -0.87202 -0.84547 7.40969
C -1.10268 -0.42703 6.10814
C -1.27117 1.95601 3.44526
C -0.61082 2.92903 4.20063
C -1.11702 4.21702 4.31923
C -2.31444 4.55363 3.70210
C -3.00281 3.59508 2.97106
C -2.47969 2.31269 2.84211
H -3.07390 -1.93151 1.09138
H -3.39307 -0.31673 1.64911
H -1.11577 -2.13016 2.55692
H -2.37681 -1.41211 3.51063
H 1.40141 2.42484 2.58366
H 3.54604 2.58297 1.38242
H 4.61880 0.53944 0.48286
H 3.54912 -1.66026 0.83821
H 1.41894 -1.82618 2.03712
H 2.02825 -0.79395 4.86258
H 2.43158 -1.54401 7.16401
H 0.58290 -1.58171 8.80396
H -1.68142 -0.85161 8.12813
H -2.10064 -0.09793 5.83242
H 0.30700 2.67559 4.72131
H -0.59029 4.95157 4.91470
H -2.72454 5.54854 3.81909
H -3.95983 3.83870 2.52342
H -3.03842 1.58643 2.26838
*
```

Mulliken population analysis, charges in e, atoms 1 to 5: Ir 3.6028; C -0.6300; C -0.7412; N 0.1852; C 0.1114

---

2.
Density functional theory data (ωB97M-V with the def2-TZVPD basis set) for C41H44IrN5OP2 as an isolated structure.

Results
- Gap between HOMO and LUMO (spin up / spin down): 4.7 / 7.1 eV
- <S²>: 6.07
- Maximum force: 0.035 hartree/bohr

ORCA input file:
```
! RIJCOSX wB97M-V def2-TZVPD def2/J DEFGRID3
* xyz 0 5
Ir -0.79740 -0.12079 -0.86725
N 1.16770 -0.36459 1.21065
P 1.66160 -0.16539 -0.42655
C 3.40990 -0.67419 -0.11995
C 4.00300 -1.74189 -0.78085
C 5.34820 -2.01659 -0.59505
C 6.11590 -1.21539 0.23415
C 5.53300 -0.14209 0.89075
C 4.19030 0.12161 0.71955
C 2.06280 1.59631 -0.76705
C 2.18430 1.86701 -2.12995
C 2.40590 3.15211 -2.57455
C 2.53910 4.18511 -1.65915
C 2.42660 3.92611 -0.30505
C 2.18610 2.64171 0.14225
P -0.48630 -0.41159 1.62895
C -0.19690 -0.13909 3.43005
C -0.80850 -0.91329 4.41435
C -0.49830 -0.72049 5.74785
C 0.39530 0.27081 6.12575
C 0.94760 1.09751 5.15875
C 0.64300 0.90211 3.82595
C -0.98090 -2.18019 1.74855
C -2.29630 -2.49609 1.41015
C -2.74200 -3.80289 1.48525
C -1.86670 -4.81349 1.86835
C -0.55560 -4.50549 2.20175
C -0.11890 -3.19179 2.16255
H 1.86140 -0.46699 1.94375
H 3.41120 -2.35759 -1.44555
H 5.80520 -2.85529 -1.10205
H 7.16710 -1.42239 0.37065
H 6.12700 0.49451 1.53185
H 3.75090 0.96561 1.23105
H 2.07690 1.04981 -2.83545
H 2.46560 3.35721 -3.63385
H 2.71510 5.19041 -2.00465
H 2.50040 4.72871 0.41175
H 2.05660 2.46581 1.20055
H -1.50900 -1.68659 4.13375
H -0.94670 -1.35849 6.49665
H 0.65070 0.40541 7.16685
H 1.62580 1.88981 5.44345
H 1.06880 1.55301 3.07445
H -2.95650 -1.69999 1.08865
H -3.77080 -4.03869 1.24615
H -2.21100 -5.83699 1.91695
H 0.12520 -5.29039 2.50165
H 0.89220 -2.94529 2.45475
N -1.05710 6.79281 -2.10495
C -1.08210 6.15381 -0.88405
O -1.12080 6.80571 0.15445
C -0.98910 4.70441 -0.90895
C -0.90350 4.02231 0.32765
C -0.74600 2.67271 0.36635
N -0.64010 1.90011 -0.74835
C -0.74980 2.54641 -1.94275
C -0.92290 3.89001 -2.06695
H -1.28600 7.77261 -2.09595
H -1.27580 6.27901 -2.93855
H -0.94550 4.60481 1.23675
H -0.65710 2.14841 1.31175
H -0.66400 1.92361 -2.82725
H -0.98040 4.30111 -3.06505
C -2.68350 0.26241 -1.23305
C -3.60610 1.19991 -0.83375
C -3.67520 1.62891 0.52995
C -4.56750 2.58991 0.92795
C -5.44280 3.17201 0.01455
C -5.39580 2.78371 -1.32165
C -4.51670 1.81681 -1.74115
H -3.01050 1.15751 1.24275
H -4.60080 2.88911 1.96705
H -6.15780 3.91061 0.34135
H -6.05460 3.25361 -2.04165
H -4.48730 1.51181 -2.77835
C 0.89980 -4.43579 -3.93715
C 0.11330 -4.22689 -2.64195
C 0.91290 -4.78899 -1.46075
C -1.24910 -4.93329 -2.74675
N -0.01200 -2.77099 -2.47245
N -0.73620 -2.35319 -1.31165
H 1.12590 -5.48939 -4.07715
H 1.83300 -3.88059 -3.90655
H 0.32270 -4.09049 -4.79085
H 1.21130 -5.81189 -1.67485
H 0.32460 -4.79109 -0.54285
H 1.81580 -4.20089 -1.30775
H -1.10230 -5.98369 -2.98175
H -1.85940 -4.49129 -3.53445
H -1.79960 -4.88249 -1.80795
H -0.46490 -2.36909 -3.29165
H -0.21910 -2.70979 -0.50455
H -1.67640 -2.77059 -1.26825
*
```

Mulliken population analysis, charges in e, atoms 1 to 5: Ir 1.4092; N 0.1056; P 0.2567; C 0.4662; C -0.4550